C28H19CoF6N6O3S as an isolated structure. Source: the Open Molecules 2025 dataset; level of theory: ωB97M-V/def2-TZVPD.

XYZ file:
```
64
C28H19CoF6N6O3S (ωB97M-V/def2-TZVPD)
Co -0.3806 0.4639 -0.8081
N -1.6213 -3.8047 -0.9568
C -1.2534 -4.5835 0.1312
C -1.5841 -5.9356 0.1721
C -1.2039 -6.6851 1.2613
C -0.4894 -6.1086 2.3285
C -0.1569 -4.7795 2.3025
C -0.5391 -4.0028 1.1975
S -0.1220 -2.3554 1.1623
N -0.7129 -1.7807 -0.2322
C -1.3624 -2.4976 -1.1093
C -1.8194 -1.7864 -2.3361
C -2.5360 -2.3897 -3.3443
C -2.9052 -1.6247 -4.4478
C -2.5412 -0.2973 -4.4906
C -1.8181 0.2384 -3.4276
N -1.4672 -0.4922 -2.3739
H -2.1246 -4.2751 -1.6963
H -2.1327 -6.3888 -0.6456
H -1.4591 -7.7362 1.2950
H -0.2000 -6.7173 3.1746
H 0.3942 -4.3306 3.1203
H -2.8276 -3.4315 -3.3133
H -3.4697 -2.0731 -5.2543
H -2.8056 0.3325 -5.3289
H -1.5002 1.2728 -3.3935
O 5.0753 1.1857 3.6257
N 4.0371 1.6269 4.0749
O 3.9299 2.2144 5.1235
C 2.8056 1.4535 3.2510
C 1.6578 1.8187 3.8392
C 0.4048 1.6615 3.1635
C -0.8186 2.0579 3.7353
C -1.9773 1.8916 3.0273
C -1.9041 1.3310 1.7500
N -0.7678 0.9414 1.1982
C 0.3862 1.1090 1.8901
C 1.6369 0.7354 1.2524
N 1.5537 0.2582 -0.0156
C 2.6611 -0.0246 -0.6758
C 3.9229 0.1313 -0.1067
C 4.0268 0.5960 1.1765
C 2.8592 0.9150 1.9082
H 1.6868 2.2339 4.8369
H -0.8284 2.5004 4.7240
H -2.9337 2.2011 3.4238
H -2.7974 1.2200 1.1480
H 2.5479 -0.3601 -1.6997
H 4.8073 -0.0937 -0.6859
H 4.9960 0.7323 1.6261
C -0.4748 4.0507 -3.0644
C -0.0090 3.3989 -1.7665
O -0.3726 2.0724 -1.7233
C 1.5272 3.5079 -1.6880
F 2.0239 3.0002 -0.5427
F 1.9641 4.7613 -1.7835
F 2.0758 2.7989 -2.6868
C -0.6543 4.1445 -0.5797
F -0.2244 3.6882 0.6142
F -1.9836 3.9573 -0.6000
F -0.4228 5.4548 -0.6059
H -0.0447 3.5057 -3.9031
H -0.1731 5.0934 -3.1314
H -1.5611 3.9979 -3.1166
```

As for the orbital gap (spin up / spin down): 7.36 / 5.65 eV. The expectation value of S² is 6.022. The spin multiplicity is 5. As for the total energy: -4012.3108 Ha. The calculation puts the LUMO energy (spin up / spin down) at -7.1 / -9.0 eV. Its total charge is +2.